C11H23Cl15O2 | ωB97M-V/def2-TZVPD

Last column: Löwdin charge in e.
CARTESIAN COORDINATES (ANGSTROEM)
1 Cl 2.40 -0.22 -3.59  0.54
2 Cl 0.61 -1.78 7.02  0.58
3 Cl -2.56 -1.96 -4.78  0.61
4 Cl 3.44 0.56 1.18  0.50
5 Cl -1.58 -3.47 1.38  0.49
6 Cl -2.88 1.50 -4.53  0.61
7 Cl -1.57 3.12 3.59  0.58
8 Cl 3.43 -2.31 1.40  0.53
9 Cl 2.60 -3.64 -3.60  0.52
10 Cl -1.86 -4.09 -1.52  0.53
11 Cl 5.66 -0.98 0.12  0.50
12 Cl -1.77 4.85 6.79  0.45
13 Cl 1.31 -1.17 4.19  0.46
14 Cl -3.54 -1.99 -0.19  0.54
15 Cl -1.42 -1.64 4.93  0.49
16 O -0.18 1.76 -2.79  -0.19
17 O -0.90 -0.14 -0.76  -0.19
18 C -1.04 2.61 5.18  -0.70
19 C -1.41 0.76 0.24  -0.11
20 C -1.72 0.49 -5.43  -0.63
21 C -1.31 -0.76 -4.67  -0.71
22 C 1.28 -2.71 -2.79  -0.63
23 C 0.26 -2.06 5.37  -1.54
24 C -1.96 -2.84 -0.26  -1.48
25 C -0.49 3.73 5.99  -0.59
26 C 0.45 2.94 -2.39  -0.15
27 C 4.43 -0.89 1.43  -1.55
28 C 1.85 -1.36 -2.29  -0.61
29 H 1.01 -0.91 -1.83  0.02
30 H -1.85 2.10 5.71  0.08
31 H -0.77 1.04 -5.50  0.08
32 H 0.23 4.34 5.47  0.06
33 H -0.51 -1.25 -5.16  0.05
34 H -2.43 0.52 0.55  0.05
35 H -0.25 1.90 5.13  0.05
36 H 0.37 -3.13 5.16  0.01
37 H -1.22 -2.07 -0.51  -0.03
38 H -0.15 3.52 -1.70  0.08
39 H 0.01 3.30 6.86  0.07
40 H -1.36 1.76 -0.22  0.08
41 H -1.10 -0.50 -3.65  0.04
42 H 4.94 -0.82 2.42  0.04
43 H -1.09 1.95 -3.07  0.01
44 H 1.32 2.65 -1.82  0.07
45 H 0.93 -3.36 -1.97  0.05
46 H -0.77 0.73 1.14  0.08
47 H 0.90 3.57 -3.19  0.09
48 H 2.65 -1.50 -1.55  0.05
49 H -2.13 0.17 -6.40  0.08
50 H -0.75 0.33 -1.56  0.00
51 H 0.47 -2.62 -3.51  0.04

Output
- HOMO level: -10.581 eV
- Frontier orbital gap: 10.81 eV
- Charge: 0
- Calculated total energy: -203710.73557 eV
- SMILES: ClC(Cl)Cl.ClC(Cl)Cl.ClC(Cl)Cl.ClCCCl.ClCCCl.ClCCCl.CO.CO